(1)
Molecular formula: C5H5F
Method: DFT, the ωB97M-V functional and the def2-TZVPD basis

For the energy above the lowest of the compared OMol25 structures with the same formula, charge and spin, the calculation gives 405.8 kJ/mol. Its SMILES is C#CC(=C)CF. Its lowest unoccupied orbital energy is -0.356 eV. As for the HOMO-LUMO gap: 8.913 eV. For the HOMO energy, the calculation gives -9.3 eV.

Last column: Mulliken charge in e.
Geometry (Å):
C1 1.23469 -0.59933 0.57475  -0.377
C2 0.08202 0.37153 0.24794  0.483
C3 0.08053 1.71553 -0.26571  -0.679
C4 -1.07609 -0.49566 0.09857  -0.383
C5 -2.14580 -1.07970 -0.28277  -0.240
H1 2.12050 -0.12110 0.66784  0.343
H2 0.72743 -1.40610 1.31143  0.269
H3 1.13905 2.31462 -0.76221  0.170
H4 -0.73618 2.31743 -0.69887  0.323
H5 -2.99901 -1.66134 -0.17706  0.404
F1 1.57285 -1.35589 -0.71390  -0.313

Cartesian forces (eV/Å) of the 6 atoms listed first:
-3.669 -2.516 -2.169
-0.323 1.884 -2.505
3.553 -1.774 -1.198
-5.517 -0.926 -1.932
6.091 3.194 2.489
2.776 1.165 1.547

***

(2)
Molecular formula: C5H5F
Method: DFT, the ωB97M-V functional and the def2-TZVPD basis

For the energy above the lowest of the compared OMol25 structures with the same formula, charge and spin, the calculation gives 429.2 kJ/mol. Its SMILES is C#CC/C=C\F. Its lowest unoccupied orbital energy is 0.725 eV. As for the HOMO-LUMO gap: 10.479 eV. For the HOMO energy, the calculation gives -9.8 eV.

Last column: Mulliken charge in e.
Geometry (Å):
C1 0.20006 -1.52413 1.19176  -0.077
C2 -0.58063 -0.71040 0.48930  -0.436
C3 -0.26861 0.63695 0.21685  -0.175
C4 -0.06255 1.08619 -1.21651  -0.092
C5 0.60634 1.46889 -2.33854  -0.370
H1 0.37352 -2.49687 1.58995  0.408
H2 -1.81684 -0.95135 0.41000  0.185
H3 -1.06125 1.05986 0.75865  0.294
H4 0.62652 0.93006 0.77643  0.259
H5 0.53430 1.59411 -3.53301  0.268
F1 1.44914 -1.09332 1.65512  -0.263

Cartesian forces (eV/Å) of the 6 atoms listed first:
1.813 0.677 0.406
-3.832 -4.654 0.843
2.076 2.590 -1.109
4.621 2.222 -6.640
-5.562 -2.608 4.593
-2.197 -1.183 -0.314

***

(3)
Molecular formula: C5H5F3
Method: DFT, the ωB97M-V functional and the def2-TZVPD basis

For the energy above the lowest of the compared OMol25 structures with the same formula, charge and spin, the calculation gives 30.1 kJ/mol. Its SMILES is C=C(F)[C@H]1CC1(F)F. Its lowest unoccupied orbital energy is 0.952 eV. As for the HOMO-LUMO gap: 10.801 eV. For the HOMO energy, the calculation gives -9.8 eV.

Last column: Mulliken charge in e.
Geometry (Å):
C1 -1.39414 -0.03354 -0.19429  0.426
C2 -2.24203 0.83219 0.36060  -0.850
C3 -0.04398 0.21769 -0.73783  -0.300
C4 0.80442 1.39540 -0.25012  -0.937
C5 1.15647 0.01336 0.10096  1.007
H1 -1.98537 1.86467 0.38978  0.263
H2 -3.17772 0.48062 0.71887  0.302
H3 0.05414 -0.05390 -1.81166  0.356
H4 0.38957 2.04094 0.54140  0.288
H5 1.44258 1.94771 -0.96430  0.265
F1 -1.73579 -1.33570 -0.30125  -0.249
F2 2.23646 -0.56160 -0.45931  -0.290
F3 1.00960 -0.41721 1.36610  -0.282

Cartesian forces (eV/Å) of the 6 atoms listed first:
-0.449 0.675 0.510
1.050 -1.011 -0.807
-0.235 -0.182 -1.140
0.250 1.180 0.145
-0.030 -0.132 -0.009
0.075 0.515 0.144

***

(4)
Molecular formula: C5H5F3
Method: DFT, the ωB97M-V functional and the def2-TZVPD basis

For the energy above the lowest of the compared OMol25 structures with the same formula, charge and spin, the calculation gives 54.2 kJ/mol. Its SMILES is F[C@H]1[C@H](F)C=C[C@@H]1F. Its lowest unoccupied orbital energy is 1.020 eV. As for the HOMO-LUMO gap: 11.636 eV. For the HOMO energy, the calculation gives -10.6 eV.

Last column: Mulliken charge in e.
Geometry (Å):
C1 -0.72408 0.95478 0.72514  -0.699
C2 -0.23318 -0.08376 1.36995  -0.526
C3 -0.29766 0.92434 -0.75091  0.395
C4 0.47650 -1.03668 0.48265  0.295
C5 0.33066 -0.42899 -1.04565  -0.168
F1 -1.30530 1.20531 -1.68239  -0.323
F2 0.05921 -2.31044 0.54105  -0.297
F3 1.60182 -0.44087 -1.54170  -0.325
H1 -1.24870 1.69733 1.17020  0.524
H2 -0.43069 -0.18275 2.43378  0.382
H3 0.34575 1.91028 -0.77544  0.198
H4 1.69033 -1.11892 0.59677  0.171
H5 -0.26465 -1.08963 -1.52345  0.375

Cartesian forces (eV/Å) of the 6 atoms listed first:
1.331 -2.802 -2.689
-0.477 -0.249 0.558
0.524 3.235 0.147
3.875 1.098 -1.719
2.008 1.263 5.467
-0.216 -0.249 0.441

***

(5)
Molecular formula: C5H5F4NO4
Method: DFT, the ωB97M-V functional and the def2-TZVPD basis

Its lowest unoccupied orbital energy (alpha / beta) is -0.199 / -3.066 eV. As for the HOMO-LUMO gap (alpha / beta): 6.612 / 8.102 eV. For the HOMO energy (alpha / beta), the calculation gives -6.8 / -11.2 eV. Its spin multiplicity is 3.

Last column: Mulliken charge in e.
Geometry (Å):
C1 -0.49961 1.90610 -1.11194  0.477
C2 0.43696 -1.48862 -1.44514  -0.704
C3 -0.58589 -0.54503 -0.95910  -0.373
C4 1.06262 2.91059 -2.87947  0.025
C5 2.06561 3.67270 -2.07151  0.950
N1 1.29453 1.60094 -3.31545  1.012
O1 -1.01823 2.59040 -0.31813  -0.431
O2 0.62161 1.18707 -4.25512  -0.603
O3 2.03227 0.89300 -2.59455  -0.601
O4 -0.29724 0.83725 -1.67498  -0.189
F1 0.23917 3.62032 -3.76159  -0.242
F2 2.12235 3.07262 -0.85259  -0.212
F3 1.71865 4.93402 -1.82732  -0.244
F4 3.29051 3.69087 -2.62281  -0.233
H1 0.65630 -2.28934 -0.71291  0.308
H2 0.22848 -1.95332 -2.51049  0.241
H3 1.18440 -0.69719 -1.53243  0.210
H4 -0.32705 -0.35922 0.12771  0.275
H5 -1.65178 -0.61593 -1.18145  0.335

Cartesian forces (eV/Å) of the 6 atoms listed first:
0.446 3.391 -1.257
-0.283 -0.783 -2.407
-1.013 0.926 1.655
-1.315 1.837 -4.051
0.550 0.230 1.965
-0.002 -1.397 0.219

***

(6)
Molecular formula: C5H5F5O3S
Method: DFT, the ωB97M-V functional and the def2-TZVPD basis

For the energy above the lowest of the compared OMol25 structures with the same formula, charge and spin, the calculation gives 121.2 kJ/mol. Its lowest unoccupied orbital energy is -0.728 eV. As for the HOMO-LUMO gap: 9.576 eV. For the HOMO energy, the calculation gives -10.3 eV.

Last column: Mulliken charge in e.
Geometry (Å):
C1 0.43361 -0.45036 0.12966  1.235
C2 -0.32632 -0.25875 1.41539  0.561
C3 0.97730 0.92417 -0.18296  0.146
C4 0.53049 0.71952 2.16395  0.673
C5 -0.32423 -1.16246 -1.01748  -1.492
O1 1.79234 2.83105 1.27674  -0.458
O2 -1.54132 0.36039 1.14471  -0.521
O3 0.81004 1.73198 -1.03415  -0.489
F1 1.64246 -1.20005 0.59700  -0.347
F2 -0.53427 -1.35475 2.17445  -0.360
F3 3.39960 1.90745 0.02179  -0.523
F4 -0.15785 1.80193 2.66045  -0.327
F5 1.19490 0.06067 3.32141  -0.317
S1 2.13088 1.35249 1.16810  0.353
H1 -1.46296 -0.90219 -0.94030  0.301
H2 -0.26971 -2.20049 -0.63339  0.394
H3 0.05831 -0.95590 -1.93432  0.436
H4 -1.87947 0.82530 1.86389  0.353
H5 2.21747 3.29279 0.52664  0.384

Cartesian forces (eV/Å) of the 6 atoms listed first:
0.173 -1.762 -1.219
-1.684 1.155 1.008
1.611 0.242 -0.256
3.042 1.507 3.967
-2.487 -0.599 5.017
-1.148 3.161 0.924

***

(7)
Molecular formula: C5H5FGdO4
Method: DFT, the ωB97M-V functional and the def2-TZVPD basis

Its lowest unoccupied orbital energy (alpha / beta) is -9.292 / -12.895 eV. The net charge is +2. As for the HOMO-LUMO gap (alpha / beta): 8.275 / 3.962 eV. For the HOMO energy (alpha / beta), the calculation gives -17.6 / -16.9 eV. Its spin multiplicity is 9.

Last column: Mulliken charge in e.
Geometry (Å):
C1 1.26981 -0.07559 0.75066  1.146
C2 1.08085 -0.20982 -0.76728  -0.448
O1 2.40530 -0.14079 -1.25544  -0.196
C3 3.24859 -0.54607 -0.29095  0.663
O2 2.61801 -0.58549 0.88698  -0.282
O3 4.38280 -0.87672 -0.48001  -0.016
O4 0.42568 -0.64700 1.54924  -0.690
F1 1.39107 1.28293 1.07976  -0.301
H1 -0.07295 0.31113 -1.11510  0.283
Gd1 -1.84613 -0.78610 2.11945  1.427
H2 0.68136 -1.17983 -1.08428  0.318
C4 -3.24346 1.07837 -0.03967  -0.271
C5 -2.43835 0.07070 -0.33091  -0.723
H3 -3.44623 1.82221 0.73577  0.312
H4 -4.01598 1.29791 -0.78623  0.268
H5 -2.44035 -0.81584 -0.97199  0.510

Cartesian forces (eV/Å) of the 6 atoms listed first:
-1.468 1.747 -0.319
-4.093 -0.717 0.521
1.406 0.655 -1.208
-7.024 1.743 1.640
2.732 -0.955 -0.463
3.211 -0.795 -0.487

***

(8)
Molecular formula: C5H5FN2O2
Method: DFT, the ωB97M-V functional and the def2-TZVPD basis

For the energy above the lowest of the compared OMol25 structures with the same formula, charge and spin, the calculation gives 579.0 kJ/mol. Its SMILES is C#C/C=C\N/C(F)=[N+](/[O-])O. Its lowest unoccupied orbital energy is 0.496 eV. As for the HOMO-LUMO gap: 9.280 eV. For the HOMO energy, the calculation gives -8.8 eV.

Last column: Mulliken charge in e.
Geometry (Å):
C1 -0.93823 -0.79889 0.94795  -0.567
C2 0.37810 -0.13204 1.03929  -0.514
C3 -1.92786 -1.47786 1.06874  0.191
C4 0.76067 0.89619 0.31742  -0.128
C5 -0.98442 1.01616 -1.33759  0.064
N1 0.14631 1.43557 -0.81192  -0.187
N2 -1.18645 -0.05576 -2.06243  0.746
O1 -2.20915 -0.42188 -2.64409  -0.689
O2 -0.02189 -0.84914 -2.08157  -0.407
F1 -2.02374 1.83252 -1.38301  -0.268
H1 -0.14466 -1.68134 -2.45683  0.351
H2 0.92511 -0.69167 1.74980  0.380
H3 -2.92426 -1.89241 0.96527  0.416
H4 1.78989 1.22020 0.34469  0.331
H5 0.82042 1.78014 -1.49251  0.281

Cartesian forces (eV/Å) of the 6 atoms listed first:
0.889 0.436 0.209
-3.065 -1.515 0.087
-0.710 0.356 -0.639
1.425 -0.347 -1.077
-2.589 -1.575 -1.853
2.128 1.070 0.646

***

(9)
Molecular formula: C5H5FO4Ru
Method: DFT, the ωB97M-V functional and the def2-TZVPD basis

For the energy above the lowest of the compared OMol25 structures with the same formula, charge and spin, the calculation gives 0.0 kJ/mol. Its lowest unoccupied orbital energy (alpha / beta) is -8.540 / -13.666 eV. The net charge is +2. As for the HOMO-LUMO gap (alpha / beta): 8.954 / 5.364 eV. For the HOMO energy (alpha / beta), the calculation gives -17.5 / -19.0 eV. Its spin multiplicity is 7.

Last column: Mulliken charge in e.
Geometry (Å):
C1 -0.54159 -0.14072 -1.45300  0.915
C2 0.95292 -0.42236 -1.25451  -0.447
O1 1.59755 0.31562 -2.28016  -0.216
C3 0.70934 1.04807 -2.95952  0.733
O2 -0.51673 0.90488 -2.44902  -0.297
O3 0.99628 1.80831 -3.83903  0.055
O4 -1.28357 0.18144 -0.44566  -0.782
F1 -1.10474 -1.23229 -2.12651  -0.256
H1 1.20388 -1.48378 -1.33442  0.298
Ru1 -1.79498 -0.24366 1.20900  1.372
H2 1.30000 -0.11128 -0.19102  0.272
C4 -0.30483 0.32909 3.57083  -0.213
C5 -0.22709 -0.71347 2.75806  -0.557
H3 -0.07995 1.35117 3.24356  0.319
H4 -0.67040 0.20205 4.60111  0.305
H5 -0.23610 -1.79308 2.95026  0.499

Cartesian forces (eV/Å) of the 6 atoms listed first:
0.607 -2.593 -2.264
0.102 -0.132 2.732
0.287 1.342 -1.887
-1.924 -4.999 7.005
0.694 1.680 -1.868
0.970 2.739 -3.458

***

(10)
Molecular formula: C5H5FOS
Method: DFT, the ωB97M-V functional and the def2-TZVPD basis

For the energy above the lowest of the compared OMol25 structures with the same formula, charge and spin, the calculation gives 702.8 kJ/mol. Its lowest unoccupied orbital energy is -1.216 eV. As for the HOMO-LUMO gap: 8.076 eV. For the HOMO energy, the calculation gives -9.3 eV.

Last column: Mulliken charge in e.
Geometry (Å):
C1 -1.34351 1.33394 -0.08520  -0.889
C2 0.13182 0.93129 -0.01736  0.581
C3 0.57749 -0.39912 -0.09424  0.235
C4 2.00862 -0.87360 0.20959  -0.345
C5 -0.49270 -1.34615 -0.13373  -0.083
H1 -2.07091 0.00291 -0.25876  0.439
H2 -1.52237 2.44747 -1.07715  0.260
H3 -1.48328 1.58154 1.28703  0.235
H4 1.78663 -1.92858 0.88262  0.229
H5 -0.04787 -2.42159 -0.60022  0.232
O1 -1.77569 -1.33132 -0.02207  -0.528
F1 0.80626 2.06152 0.04819  -0.194
S1 3.42552 -0.05833 -0.13868  -0.171

Cartesian forces (eV/Å) of the 6 atoms listed first:
-0.973 -0.500 0.912
-3.014 0.881 -0.863
0.781 2.404 1.341
-1.200 -0.876 0.827
-1.537 -4.321 -2.142
1.698 3.112 0.656

***

(11)
Molecular formula: C5H5FOS
Method: DFT, the ωB97M-V functional and the def2-TZVPD basis

For the energy above the lowest of the compared OMol25 structures with the same formula, charge and spin, the calculation gives 177.1 kJ/mol. Its SMILES is FC1=C[C@@H]2O[C@@H]2[C@H]1S. Its lowest unoccupied orbital energy is 0.809 eV. As for the HOMO-LUMO gap: 10.316 eV. For the HOMO energy, the calculation gives -9.5 eV.

Last column: Mulliken charge in e.
Geometry (Å):
C1 0.65137 0.45450 -0.67091  -0.094
C2 -0.45492 1.13201 0.11293  -0.282
C3 -1.36544 0.07554 0.57085  0.122
C4 -0.78326 -1.25858 0.17280  -0.988
C5 0.35717 -0.97612 -0.45770  0.360
H1 2.32582 -0.05910 0.87736  0.137
H2 0.68078 0.63848 -1.73200  0.298
H3 -0.26101 2.08779 0.59288  0.463
H4 -1.87669 0.14479 1.51887  0.426
H5 -1.11241 -2.22575 0.46269  0.479
O1 -1.75913 0.95354 -0.48287  -0.447
F1 1.30030 -1.80412 -0.84360  -0.264
S1 2.29742 0.83702 -0.12130  -0.210

Cartesian forces (eV/Å) of the 6 atoms listed first:
-0.048 0.042 0.260
-0.559 0.079 -0.774
0.315 -0.334 0.336
0.856 1.201 -0.223
-0.726 -0.258 0.559
0.055 0.127 0.044

***

(12)
Molecular formula: C5H5IMnS5SbTe
Method: DFT, the ωB97M-V functional and the def2-TZVPD basis

Its lowest unoccupied orbital energy (alpha / beta) is -9.482 / -9.519 eV. The net charge is +2. As for the HOMO-LUMO gap (alpha / beta): 6.385 / 6.342 eV. For the HOMO energy (alpha / beta), the calculation gives -15.9 / -15.9 eV.

Last column: Mulliken charge in e.
Geometry (Å):
Mn1 0.14339 -1.81991 0.13878  0.720
S1 1.89311 -5.05142 2.84038  -0.219
Sb1 2.80713 -3.10242 2.27171  1.070
S2 1.69366 -2.94787 -0.31517  -0.294
S3 0.10264 -1.44403 2.04600  -0.349
S4 4.26807 -1.42477 2.20017  -0.234
I1 -3.00548 -1.37449 -1.02882  0.356
C1 -1.57469 -2.82222 -0.19798  -0.650
H1 -1.47817 -3.57324 -0.97980  0.429
H2 -2.07213 -3.25525 0.66437  0.372
Te1 -0.54656 -0.14431 -1.77475  0.569
C2 -0.49170 1.74864 -1.00732  0.281
C3 -0.54069 2.91318 -1.76306  -0.332
C4 -0.26499 4.04507 -0.99353  -0.467
C5 -0.02093 3.74318 0.32591  -0.379
S5 -0.10702 2.08514 0.65918  -0.084
H3 -0.77336 2.93861 -2.81886  0.392
H4 -0.23534 5.04895 -1.39030  0.403
H5 0.20305 4.43714 1.12310  0.416

Cartesian forces (eV/Å) of the 6 atoms listed first:
-0.348 -0.416 0.582
0.674 1.363 -0.292
0.272 -0.119 0.043
-0.124 -0.043 -0.201
-0.190 0.191 -0.486
-0.992 -1.187 0.161